1) Computed, not measured: a 2-piece molecular cluster, C9H14O overall, with ωB97M-V/def2-TZVPD.

spin multiplicity = 1
total charge = 0
orbital gap = 9.27 eV

Cartesian coordinates (Å):
C1 1.653 -2.368 -3.323
C2 1.331 -1.347 -2.273
C3 0.584 -1.623 -1.130
C4 0.336 -0.630 -0.197
C5 0.888 0.640 -0.357
O1 0.692 1.613 0.593
C6 1.505 0.987 -1.553
C7 1.680 -0.021 -2.495
H1 1.303 -3.372 -3.079
H2 2.724 -2.408 -3.508
H3 1.141 -2.134 -4.257
H4 0.297 -2.642 -0.930
H5 -0.304 -0.802 0.659
H6 0.088 1.255 1.225
H7 1.855 2.003 -1.669
H8 2.256 0.252 -3.367
C8 -2.839 1.068 2.823
C9 -1.627 1.593 3.570
H9 -3.173 0.107 3.206
H10 -3.657 1.780 2.860
H11 -2.702 0.925 1.745
H12 -0.828 0.850 3.541
H13 -1.331 2.595 3.286
H14 -1.872 1.680 4.631

Results of the Mulliken charge analysis, in e, for atoms 1 through 4: atom 1 (C): -1.408, atom 2 (C): 0.444, atom 3 (C): -0.578, atom 4 (C): -0.414

---

2) Computed, not measured: a 2-piece molecular cluster, C9H14O overall, with ωB97M-V/def2-TZVPD.

spin multiplicity = 1
total charge = 0
orbital gap = 8.97 eV

Cartesian coordinates (Å):
C1 -2.884 -0.955 -0.975
C2 -2.196 0.329 -0.700
C3 -1.290 0.476 0.315
C4 -0.365 1.533 0.355
C5 -0.380 2.388 -0.694
O1 0.688 3.264 -0.760
C6 -0.982 2.160 -1.965
C7 -1.969 1.130 -1.944
H1 -2.138 -1.800 -0.798
H2 -3.583 -0.912 -1.968
H3 -3.697 -1.082 -0.107
H4 -1.094 -0.337 1.078
H5 0.319 1.678 1.197
H6 1.319 3.169 0.032
H7 -0.693 2.594 -2.818
H8 -2.517 0.694 -2.754
C8 3.404 -1.751 1.225
C9 1.972 -1.828 1.822
H9 3.443 -2.470 0.529
H10 3.551 -0.815 0.749
H11 4.009 -1.952 2.155
H12 1.741 -2.856 1.897
H13 1.310 -1.222 1.238
H14 2.034 -1.433 2.890

Results of the Mulliken charge analysis, in e, for atoms 1 through 4: atom 1 (C): -0.935, atom 2 (C): 0.372, atom 3 (C): -0.287, atom 4 (C): -0.623

---

3) Computed, not measured: a 2-piece molecular cluster, C9H14O overall, with ωB97M-V/def2-TZVPD.

spin multiplicity = 1
total charge = 0
orbital gap = 9.23 eV

Cartesian coordinates (Å):
C1 0.953 -2.187 1.930
C2 -0.150 -1.646 1.041
C3 0.005 -1.715 -0.344
C4 -0.895 -1.063 -1.173
C5 -1.945 -0.350 -0.611
O1 -2.788 0.398 -1.384
C6 -2.215 -0.401 0.748
C7 -1.257 -1.006 1.559
H1 0.630 -2.179 2.973
H2 1.824 -1.554 1.809
H3 1.191 -3.226 1.701
H4 0.845 -2.248 -0.758
H5 -0.916 -1.278 -2.231
H6 -2.562 0.367 -2.334
H7 -3.180 -0.044 1.069
H8 -1.500 -1.188 2.608
C8 1.373 3.138 -0.810
C9 1.548 1.618 -0.828
H9 2.319 3.668 -0.649
H10 1.168 3.537 -1.805
H11 0.640 3.540 -0.127
H12 0.610 1.115 -0.663
H13 2.220 1.399 -0.006
H14 2.082 1.303 -1.717

Results of the Mulliken charge analysis, in e, for atoms 1 through 4: atom 1 (C): -1.347, atom 2 (C): 0.733, atom 3 (C): -0.447, atom 4 (C): -0.672

---

4) Computed, not measured: a 2-piece molecular cluster, C9H14O overall, with ωB97M-V/def2-TZVPD.

spin multiplicity = 1
total charge = 0
orbital gap = 9.75 eV

Cartesian coordinates (Å):
C1 -1.341 1.093 0.351
C2 0.030 1.635 0.558
C3 1.010 0.861 1.143
C4 2.251 1.430 1.446
C5 2.584 2.623 0.845
C6 1.622 3.362 0.144
C7 0.336 2.903 -0.027
H1 -2.107 1.859 0.270
H2 -1.549 0.289 1.061
H3 -1.390 0.537 -0.601
H4 0.700 -0.103 1.529
H5 2.921 0.940 2.140
H6 3.608 2.974 0.838
H7 2.042 4.257 -0.304
H8 -0.439 3.465 -0.525
C8 -0.502 -2.682 -1.391
C9 -1.308 -3.599 -0.483
O1 -2.652 -3.751 -0.934
H9 -1.074 -1.861 -1.816
H10 -0.011 -3.206 -2.225
H11 0.428 -2.338 -0.938
H12 -0.846 -4.581 -0.569
H13 -1.316 -3.240 0.548
H14 -2.997 -2.867 -1.061

Results of the Mulliken charge analysis, in e, for atoms 1 through 4: atom 1 (C): -1.392, atom 2 (C): 1.052, atom 3 (C): -0.563, atom 4 (C): -0.448

---

Relative energies, unit hartree: 1) 0.0000; 2) 0.0851; 3) 0.0080; 4) 0.0229